{"formula": "C23H30FeO8", "method": "wB97M-V/def2-TZVPD", "species": ["Fe", "O", "O", "O", "O", "O", "O", "O", "O", "C", "C", "C", "C", "C", "C", "C", "C", "C", "C", "C", "C", "C", "C", "C", "C", "C", "C", "C", "C", "C", "C", "C", "H", "H", "H", "H", "H", "H", "H", "H", "H", "H", "H", "H", "H", "H", "H", "H", "H", "H", "H", "H", "H", "H", "H", "H", "H", "H", "H", "H", "H", "H"], "coordinates": [[2.23, -0.38, -3.37], [1.58, 1.13, 1.82], [1.07, -1.43, 1.99], [-0.18, 2.51, 1.60], [3.41, -0.43, -5.95], [-1.07, -2.06, 2.19], [0.09, 1.29, -4.85], [2.80, -3.20, -3.22], [4.83, -0.19, -2.09], [-0.63, 0.19, 1.49], [3.78, -0.13, -2.56], [2.85, -2.95, 2.17], [1.31, 0.81, -1.39], [-2.07, 0.55, 1.63], [1.28, 1.34, -2.72], [0.19, -0.68, -3.32], [0.41, 0.70, -3.65], [-2.50, 0.44, 3.11], [-4.42, -0.01, 0.92], [2.33, 2.37, 1.92], [0.26, 1.36, 1.65], [-0.36, -0.91, -1.92], [-1.26, 1.57, -5.24], [2.78, -0.25, -5.00], [-0.26, -1.17, 1.94], [-3.98, 0.73, 3.31], [0.42, -0.13, -0.92], [-2.95, -0.36, 0.76], [1.36, -2.81, 2.26], [-4.87, -0.10, 2.38], [3.78, 1.99, 1.94], [2.41, -2.11, -3.25], [0.85, -3.46, 1.53], [4.08, 1.50, 1.01], [3.22, -2.74, 1.16], [3.35, -2.26, 2.86], [2.07, 1.22, -0.71], [-1.88, 1.12, 3.69], [2.03, 2.87, 2.85], [-2.75, -1.39, 1.09], [-5.91, 0.23, 2.48], [1.00, -3.04, 3.27], [4.38, 2.89, 2.07], [-0.36, -1.99, -1.68], [3.98, 1.31, 2.78], [0.62, -0.58, 0.05], [-1.89, 0.67, -5.19], [-0.19, -1.35, -4.10], [-2.17, 1.59, 1.29], [2.10, 3.02, 1.07], [3.13, -3.97, 2.43], [-4.57, 1.02, 0.55], [-2.28, -0.59, 3.41], [-1.18, 1.93, -6.27], [1.73, 2.31, -2.97], [-5.03, -0.68, 0.29], [-4.23, 0.54, 4.36], [-4.83, -1.15, 2.69], [-4.15, 1.80, 3.13], [-1.42, -0.59, -1.91], [-1.67, 2.37, -4.60], [-2.61, -0.25, -0.28]], "s_squared": 6.12, "fmax_ev_per_a": 5.76, "lumo_ev": [0.4, -2.1], "multiplicity": 5}